[1]
{"formula": "C5H20LiO5", "method": "wB97M-V/def2-TZVPD", "species": ["Li", "C", "O", "H", "H", "H", "H", "C", "O", "H", "H", "H", "H", "C", "O", "H", "H", "H", "H", "C", "O", "H", "H", "H", "H", "C", "O", "H", "H", "H", "H"], "xyz": [[-0.763, -0.050, 0.218], [1.637, -0.332, -2.062], [1.000, -0.560, -0.837], [1.237, 0.585, -2.712], [1.832, -1.331, -2.568], [2.734, -0.020, -1.837], [1.606, -0.963, -0.104], [-1.838, 1.237, -1.853], [-2.470, 0.286, -1.069], [-0.836, 1.100, -2.046], [-1.959, 2.342, -1.533], [-2.412, 1.205, -2.978], [-3.294, 0.235, -1.557], [1.125, 2.433, 0.568], [-0.273, 2.133, 0.874], [1.160, 3.511, 0.316], [1.457, 2.023, -0.414], [1.735, 2.153, 1.289], [-0.629, 2.958, 0.819], [-0.892, -3.057, -0.701], [-1.263, -2.239, 0.500], [-0.998, -2.578, -1.572], [-1.250, -4.082, -0.793], [0.269, -3.305, -0.462], [-1.797, -2.567, 1.156], [0.524, -0.085, 3.489], [0.984, -0.478, 2.192], [-0.321, -0.755, 3.778], [0.295, 0.794, 3.495], [1.455, -0.170, 4.121], [1.944, -0.426, 2.281]], "e_above_lowest_kcal_mol": 31.74, "total_charge": 1, "total_energy_ev": -15942.78727}

***

[2]
{"formula": "C5H20N10O5", "method": "wB97M-V/def2-TZVPD", "species": ["N", "C", "N", "O", "H", "H", "H", "H", "N", "C", "N", "O", "H", "H", "H", "H", "N", "C", "N", "O", "H", "H", "H", "H", "N", "C", "N", "O", "H", "H", "H", "H", "N", "C", "N", "O", "H", "H", "H", "H"], "xyz": [[-4.232, 10.066, 27.667], [-3.189, 9.206, 27.711], [-2.334, 9.428, 28.778], [-3.023, 8.305, 26.902], [-4.371, 10.901, 28.213], [-4.864, 10.114, 26.874], [-1.542, 8.811, 28.720], [-2.735, 9.711, 29.654], [-0.096, 7.418, 25.933], [-0.382, 6.278, 25.228], [-1.736, 6.110, 25.077], [0.435, 5.542, 24.706], [0.870, 7.630, 26.093], [-0.825, 8.110, 25.943], [-2.009, 5.395, 24.431], [-2.417, 6.697, 25.530], [-2.365, 9.811, 33.363], [-2.424, 10.831, 32.455], [-3.533, 10.818, 31.640], [-1.601, 11.722, 32.389], [-3.153, 9.213, 33.521], [-1.530, 9.760, 33.916], [-3.629, 11.573, 30.986], [-4.138, 10.019, 31.563], [-4.044, 14.474, 29.341], [-4.171, 13.801, 28.157], [-5.296, 12.995, 28.080], [-3.370, 13.918, 27.253], [-4.572, 14.109, 30.115], [-3.149, 14.894, 29.518], [-5.333, 12.433, 27.242], [-6.151, 13.463, 28.336], [-7.808, 9.365, 24.572], [-6.877, 10.326, 24.815], [-6.570, 11.133, 23.761], [-6.455, 10.550, 25.950], [-8.024, 8.808, 25.379], [-8.342, 9.299, 23.727], [-6.985, 10.949, 22.866], [-5.840, 11.817, 23.820]], "e_above_lowest_kcal_mol": 12.39, "smiles": "NC(N)=O.NC(N)=O.NC(N)=O.NC(N)=O.NC(N)=O", "total_energy_ev": -30653.12328}

***

[3]
{"formula": "C5H20N2O4", "method": "wB97M-V/def2-TZVPD", "species": ["C", "C", "N", "C", "C", "N", "C", "O", "H", "H", "H", "H", "H", "H", "H", "H", "H", "H", "H", "H", "H", "H", "O", "H", "H", "O", "H", "H", "O", "H", "H"], "xyz": [[2.159, 2.117, 0.671], [1.927, 0.573, 0.851], [1.103, -0.027, -0.137], [-0.288, -0.373, -0.235], [-0.760, -0.653, 1.224], [-2.183, -0.852, 1.377], [-0.809, -1.583, -1.045], [-1.968, -1.004, -1.616], [2.913, 2.307, -0.073], [2.439, 2.594, 1.606], [1.151, 2.516, 0.289], [2.943, 0.072, 0.962], [1.440, 0.509, 1.858], [1.346, 0.183, -1.094], [-0.918, 0.510, -0.526], [-0.510, 0.035, 2.001], [-0.184, -1.500, 1.648], [-2.722, -1.418, 0.765], [-2.671, 0.025, 1.511], [-1.145, -2.552, -0.606], [-0.137, -1.768, -1.919], [-2.707, -0.870, -0.953], [1.182, -3.703, 0.984], [1.928, -3.515, 0.394], [0.483, -3.598, 0.301], [-2.025, 2.702, 0.173], [-2.430, 2.994, -0.640], [-1.409, 1.953, 0.037], [0.668, 1.507, -3.028], [0.339, 0.717, -2.478], [0.846, 2.105, -2.300]], "e_above_lowest_kcal_mol": 67.65, "smiles": "CCN[C@H](CN)CO.O.O.O", "total_energy_ev": -16677.02568}

***

[4]
{"formula": "C5H20NO7", "method": "wB97M-V/def2-TZVPD", "species": ["O", "C", "O", "C", "C", "C", "C", "N", "H", "H", "H", "H", "H", "H", "H", "H", "H", "H", "H", "H", "O", "H", "H", "O", "H", "H", "O", "H", "H", "O", "H", "H", "O"], "xyz": [[-0.259, -2.197, 0.093], [0.183, -2.095, 1.269], [0.228, -2.873, 2.225], [0.683, -0.620, 1.754], [-0.478, 0.409, 1.586], [0.072, 1.811, 1.370], [-1.002, 2.802, 0.867], [-0.662, 3.500, -0.408], [0.986, -0.606, 2.808], [1.661, -0.386, 1.315], [-1.028, 0.142, 0.717], [-1.127, 0.312, 2.480], [0.891, 1.807, 0.676], [0.655, 2.175, 2.252], [-0.937, 3.623, 1.599], [-1.971, 2.359, 0.638], [-1.192, 3.089, -1.169], [0.311, 3.292, -0.613], [0.844, -2.232, -2.085], [1.690, -2.816, -1.071], [1.770, -2.193, -1.806], [-2.869, -2.706, -0.699], [-1.616, -1.778, -0.763], [-2.536, -1.916, -1.113], [-2.945, 0.261, -2.125], [-1.999, 0.086, -0.933], [-2.306, 0.746, -1.575], [3.049, 2.145, -1.713], [2.891, 1.074, -0.663], [3.023, 2.015, -0.770], [1.526, -0.462, -1.325], [0.149, 0.483, -1.468], [1.100, 0.397, -1.516]], "e_above_lowest_kcal_mol": 55.53, "total_charge": -1, "total_energy_ev": -21333.87897}

***

[5]
{"formula": "C5H20O12P2S", "method": "wB97M-V/def2-TZVPD", "species": ["O", "C", "O", "P", "O", "O", "O", "O", "P", "O", "O", "S", "H", "H", "H", "H", "C", "O", "H", "H", "H", "H", "C", "O", "H", "H", "H", "H", "C", "O", "H", "H", "H", "H", "C", "O", "H", "H", "H", "H"], "xyz": [[-2.184, -4.248, 0.929], [-2.769, -3.394, 0.368], [-4.057, -3.483, -0.058], [-5.291, -2.678, 0.619], [-6.392, -3.530, 1.032], [-5.649, -1.587, -0.452], [-4.523, -1.912, 1.804], [-2.281, -2.176, -0.008], [-0.686, -1.809, -0.085], [-0.188, -2.018, 1.392], [-0.051, -3.065, -0.843], [-0.406, -0.096, -0.865], [-5.035, -0.822, -0.464], [-5.095, -1.920, 2.584], [0.639, -1.487, 1.531], [-0.416, -3.208, -1.725], [2.597, 0.240, 2.038], [1.976, -0.930, 1.498], [1.793, 0.911, 2.329], [3.200, 0.001, 2.915], [3.220, 0.716, 1.282], [2.653, -1.549, 1.210], [6.103, 2.154, 0.065], [5.427, 0.909, 0.225], [5.331, 2.899, -0.100], [6.678, 2.419, 0.955], [6.770, 2.132, -0.801], [6.082, 0.219, 0.366], [-4.654, 2.091, -1.083], [-4.610, 0.923, -0.268], [-4.401, 1.781, -2.093], [-5.651, 2.537, -1.089], [-3.925, 2.831, -0.749], [-4.818, 1.164, 0.639], [3.643, 2.638, -2.481], [3.221, 3.151, -1.224], [4.530, 3.191, -2.781], [3.899, 1.577, -2.409], [2.877, 2.768, -3.249], [2.442, 2.657, -0.953]], "smiles": "O=C(OP(=O)(O)O)OP(O)(O)=S.CO.CO.CO.CO", "total_energy_ev": -59497.30922}

***

[6]
{"formula": "C5H20O4", "method": "wB97M-V/def2-TZVPD", "species": ["C", "C", "C", "C", "C", "H", "H", "H", "H", "H", "H", "H", "H", "H", "H", "H", "H", "O", "H", "H", "O", "H", "H", "O", "H", "H", "O", "H", "H"], "xyz": [[0.933, -2.566, 0.715], [0.680, -1.057, 0.917], [0.751, -0.211, -0.371], [2.150, -0.230, -0.969], [2.931, 0.834, -0.299], [0.559, -3.129, 1.577], [1.989, -2.673, 0.624], [0.507, -2.886, -0.217], [1.456, -0.777, 1.522], [-0.165, -0.840, 1.446], [0.027, -0.470, -1.161], [0.477, 0.825, -0.243], [2.611, -1.165, -0.891], [1.971, -0.013, -1.977], [3.878, 1.105, -0.900], [2.471, 1.777, -0.014], [3.301, 0.420, 0.619], [-3.478, -0.955, 0.524], [-3.031, -0.580, 1.266], [-3.982, -0.245, 0.249], [-1.170, 2.501, -0.082], [-0.355, 2.988, -0.334], [-1.435, 2.196, -0.885], [-1.912, 0.585, 2.079], [-2.719, 1.134, 2.063], [-1.324, 0.994, 1.401], [-2.425, 1.149, -2.106], [-2.181, 0.881, -2.960], [-2.514, 0.408, -1.593]], "e_above_lowest_kcal_mol": 21.17, "smiles": "CCCCC.O.O.O.O", "total_energy_ev": -13698.59268}

***

[7]
{"formula": "C5H20O4", "method": "wB97M-V/def2-TZVPD", "species": ["C", "C", "C", "C", "C", "H", "H", "H", "H", "H", "H", "H", "H", "H", "H", "H", "H", "O", "H", "H", "O", "H", "H", "O", "H", "H", "O", "H", "H"], "xyz": [[-0.358, 3.211, 1.123], [-0.213, 1.666, 0.991], [-0.141, 1.233, -0.452], [-1.377, 1.541, -1.343], [-2.528, 0.623, -0.992], [0.427, 3.578, 1.776], [-1.320, 3.634, 1.416], [-0.225, 3.625, 0.119], [-1.019, 1.114, 1.472], [0.700, 1.459, 1.526], [0.761, 1.573, -0.984], [0.060, 0.165, -0.613], [-1.577, 2.605, -1.230], [-1.025, 1.385, -2.364], [-3.395, 0.830, -1.622], [-2.267, -0.430, -0.966], [-2.858, 0.820, 0.035], [2.664, -1.066, 0.607], [2.819, -0.254, 1.097], [1.941, -1.498, 1.112], [-0.673, -2.478, -0.173], [-1.237, -3.103, -0.627], [0.082, -2.201, -0.692], [0.751, -2.324, 2.003], [0.461, -1.972, 2.854], [-0.034, -2.280, 1.483], [1.246, -1.347, -1.925], [0.827, -0.517, -2.131], [2.016, -1.390, -1.348]], "e_above_lowest_kcal_mol": 0.00, "smiles": "CCCCC.O.O.O.O", "total_energy_ev": -13699.51071}

***

[8]
{"formula": "C5H21N2O5", "method": "wB97M-V/def2-TZVPD", "species": ["N", "C", "C", "C", "C", "C", "N", "O", "H", "H", "H", "H", "H", "H", "H", "H", "H", "H", "H", "H", "H", "H", "H", "O", "H", "H", "O", "H", "H", "O", "H", "H", "O"], "xyz": [[-1.486, 0.220, 1.431], [-1.049, 0.194, 0.019], [0.343, -0.386, -0.226], [0.285, -1.743, -0.936], [1.650, -2.464, -0.893], [-1.283, 1.634, -0.502], [-1.410, 1.764, -1.841], [-1.643, 2.503, 0.273], [-1.779, -0.718, 1.781], [-0.753, 0.656, 2.018], [-2.312, 0.810, 1.527], [-1.726, -0.380, -0.601], [0.997, -0.404, 0.651], [0.928, 0.278, -0.862], [-0.461, -2.399, -0.496], [0.070, -1.565, -1.989], [1.819, -2.811, 0.125], [2.464, -1.797, -1.185], [1.655, -3.271, -1.624], [-1.672, 2.667, -2.212], [-0.867, 1.254, -2.541], [0.668, 2.323, 3.015], [0.530, 0.956, 3.821], [0.067, 1.619, 3.304], [1.366, -0.139, -3.352], [1.296, 1.375, -3.702], [0.792, 0.632, -3.344], [-2.441, -2.849, 2.389], [-1.194, -3.132, 1.662], [-1.969, -2.554, 1.592], [2.183, 3.328, 0.865], [2.911, 2.014, 0.863], [2.020, 2.381, 0.970]], "e_above_lowest_kcal_mol": 18.25, "total_charge": 1, "total_energy_ev": -18738.69495}

***

The evaluated highest occupied orbital energy for the records listed, in turn: -13.9; -9.1; -9.0; -4.9; -9.3; -10.8; -10.9; -13.2 eV.
The evaluated frontier orbital gap for the records listed, in turn: 0.4185; 0.3451; 0.3502; 0.2983; 0.3500; 0.4106; 0.4250; 0.3871 Eh.
The evaluated LUMO energy for the records listed, in turn: -2.535; 0.255; 0.543; 3.260; 0.251; 0.424; 0.643; -2.697 eV.